{
  "formula": "C19H60O11",
  "method": "ωB97M-V/def2-TZVPD",
  "e_lumo_ev": 0.25,
  "spin_multiplicity": 1,
  "smiles": "CC(C)O.CC(C)O.CC(C)O.CC(C)O.CC(C)O.CC(C)O.CO.O.O.O.O",
  "total_energy_ha": -1587.51705,
  "de_lowest_kj_mol": 0.0,
  "species": ["O", "O", "O", "O", "O", "O", "O", "O", "O", "O", "O", "C", "C", "C", "C", "C", "C", "C", "C", "C", "C", "C", "C", "C", "C", "C", "C", "C", "C", "C", "H", "H", "H", "H", "H", "H", "H", "H", "H", "H", "H", "H", "H", "H", "H", "H", "H", "H", "H", "H", "H", "H", "H", "H", "H", "H", "H", "H", "H", "H", "H", "H", "H", "H", "H", "H", "H", "H", "H", "H", "H", "H", "H", "H", "H", "H", "H", "H", "H", "H", "H", "H", "H", "H", "H", "H", "H", "H", "H", "H"],
  "coordinates": [[14.454097, 3.608880, 5.956428], [16.319848, 3.219895, 0.918295], [11.119874, 3.389442, 0.580518], [16.726269, 6.791720, -2.064641], [11.283128, 6.564365, 4.042810], [18.177316, 4.521394, -0.733177], [12.354751, 1.286941, -0.786607], [20.710889, 4.046754, 0.643451], [16.225522, 0.445517, 0.409378], [11.683352, 2.564524, 3.554764], [16.581495, 6.498475, 4.270045], [14.509936, 2.271161, 7.974893], [14.665876, 4.665153, -0.067911], [14.582436, 2.268943, 6.469657], [16.547513, 8.044320, -4.130302], [15.876440, 1.680636, 5.941964], [18.575649, 3.607552, -1.808994], [17.299760, 3.020394, -2.411089], [18.638410, 7.646352, 4.614591], [18.611048, 5.355884, 3.528525], [19.374123, 4.389369, -2.822709], [13.624731, 1.855029, -2.727192], [12.309321, 1.285746, -2.232824], [15.510529, 4.374256, 1.168351], [17.897505, 6.684141, 3.728065], [14.516271, 7.107692, -3.000336], [11.297844, 6.406364, 2.640857], [11.101639, 2.102839, -2.647575], [14.701958, 4.111497, 2.416845], [15.991253, 6.905848, -3.282209], [17.945953, 8.252736, 5.195001], [13.521847, 3.802164, 5.841022], [19.807238, 3.735248, -3.582320], [12.192522, 0.247389, -2.556268], [12.317824, 6.453323, 2.257783], [21.385568, 3.947273, -0.033037], [13.962581, 3.851445, -0.253101], [15.262752, 4.920656, -0.939052], [16.119479, 1.402153, 0.553080], [17.544800, 7.792756, -4.495536], [12.741999, 0.465211, -0.475535], [16.738600, 2.437835, -1.684845], [13.558129, 2.663560, 8.340844], [18.724131, 5.117180, -3.314557], [16.064608, 5.994583, 3.634710], [15.326505, 2.831997, 8.429319], [15.332542, 3.835849, 3.264085], [13.935506, 7.261694, -3.911732], [13.676091, 1.967598, -3.811916], [16.773071, 7.654151, -1.638824], [17.539015, 2.356974, -3.247262], [10.216886, 1.740336, -2.118899], [19.265624, 7.128285, 5.344609], [10.903711, 1.927755, -3.706217], [10.724473, 2.653646, 3.559499], [11.565325, 2.679952, 0.090970], [14.441599, 1.214675, -2.392691], [19.289075, 8.267969, 3.999414], [16.710949, 3.851068, -2.810991], [14.389522, 8.038790, -2.430214], [13.997433, 3.287490, 2.273884], [17.674011, 5.212523, -1.191270], [14.566893, 1.247637, 8.364494], [19.519749, 5.462405, 2.932305], [10.923551, 5.445405, 2.268757], [14.070037, 6.309099, -2.411303], [10.717865, 7.168377, 2.105926], [19.917887, 4.340740, 0.174685], [13.999327, 5.515275, 0.144901], [17.968486, 4.630317, 3.021100], [15.465520, 0.048988, 0.841993], [17.765351, 7.130378, 2.729446], [11.127327, 3.076798, 1.490099], [15.913896, 8.297274, -4.978513], [12.003035, 3.281003, 4.110505], [17.039585, 3.492628, 0.324164], [10.466878, 6.177626, 4.368271], [18.897525, 4.911148, 4.486036], [16.176519, 5.230291, 1.360790], [11.217628, 3.158225, -2.407619], [15.770101, 0.598828, 5.831600], [19.146173, 2.816886, -1.323259], [13.754190, 1.669657, 6.073436], [16.151813, 2.113073, 4.982065], [14.129656, 4.998421, 2.700912], [20.196266, 4.927177, -2.349296], [16.124710, 5.986803, -3.858493], [16.727211, 1.827945, 6.612770], [16.664889, 8.946525, -3.519058], [13.731849, 2.850455, -2.293748]],
  "atomic_forces_ev_per_a": [[0.14, -0.18, -0.05], [0.07, -0.05, 0.20], [-0.15, 0.14, -0.03], [0.25, -0.55, -0.07], [0.04, -0.28, 0.06], [0.34, -0.59, -0.54], [-0.17, -0.10, -0.15], [0.06, -0.01, 0.02], [-0.11, -0.02, -0.22], [-0.18, -0.08, -0.11], [0.23, 0.07, 0.19], [-0.21, -0.46, 0.60], [-0.86, 0.55, 0.78], [-0.13, 0.27, -0.35], [0.45, 0.13, 0.23], [0.39, -0.31, 0.11], [-0.90, 0.19, 0.33], [0.54, -0.04, -0.33], [0.41, 0.02, 0.34], [0.09, -0.26, 0.17], [0.34, -0.12, -0.15], [-0.05, 0.08, -0.07], [0.12, 0.08, 0.28], [0.24, -0.17, -0.43], [-0.65, -0.41, -0.69], [-0.31, 0.61, 0.28], [-0.05, -0.18, -1.17], [-0.29, -0.64, 0.07], [-0.23, -0.16, 0.17], [-0.40, 0.51, -0.56], [-0.06, 0.20, -0.25], [-0.03, 0.13, 0.19], [-0.11, -0.01, -0.02], [-0.08, 0.04, -0.12], [0.08, 0.20, 0.34], [0.04, 0.01, 0.00], [0.31, -0.24, -0.15], [0.08, -0.20, -0.03], [0.02, 0.05, 0.18], [-0.04, 0.00, -0.05], [0.11, 0.05, 0.01], [-0.13, 0.13, 0.06], [0.06, 0.17, -0.11], [0.05, 0.02, -0.02], [0.00, -0.14, 0.08], [0.00, 0.14, -0.14], [0.12, 0.08, -0.08], [0.11, -0.25, -0.08], [-0.12, -0.17, -0.02], [-0.07, 0.03, -0.04], [0.03, 0.04, 0.03], [0.07, 0.04, 0.07], [-0.02, -0.09, -0.08], [0.13, 0.38, -0.07], [-0.03, -0.06, 0.19], [-0.01, -0.05, 0.05], [0.12, 0.14, -0.02], [0.01, 0.16, 0.18], [-0.23, -0.14, 0.09], [0.04, -0.12, 0.04], [-0.01, 0.07, -0.14], [-0.07, 0.37, 0.21], [0.09, 0.03, -0.13], [-0.02, 0.08, -0.02], [-0.06, -0.07, 0.38], [0.09, -0.12, -0.07], [0.03, 0.13, 0.27], [-0.11, 0.12, 0.09], [0.26, 0.06, -0.08], [0.00, 0.09, -0.08], [0.03, -0.02, 0.08], [0.10, 0.11, 0.10], [0.26, 0.02, 0.08], [-0.06, -0.13, 0.00], [0.08, 0.15, -0.08], [-0.02, 0.19, 0.11], [-0.05, 0.14, 0.08], [-0.09, 0.09, 0.02], [0.01, -0.06, -0.09], [0.09, 0.06, -0.17], [0.02, 0.05, -0.09], [0.17, 0.10, 0.01], [-0.01, 0.03, 0.00], [-0.17, -0.06, -0.09], [-0.04, -0.01, -0.04], [-0.03, 0.03, 0.05], [0.16, -0.20, 0.38], [-0.14, 0.21, 0.07], [-0.16, -0.01, -0.03], [0.18, -0.03, 0.04]]
}